No. 1
A structure of composition C16H28NiSe2. Source: OMol25; level of theory: ωB97M-V/def2-TZVPD.

Cartesian coordinates (Å):
Ni 0.25960 0.06654 -0.24267
C 0.36295 -1.55543 2.79951
C -0.40277 -0.64444 1.87621
C -1.30999 -1.20629 0.95230
C -1.56664 -2.69651 0.98870
C -2.04062 -0.35947 0.08986
C -3.01853 -0.92982 -0.90242
C -1.87239 1.04372 0.15597
C -2.74600 1.92280 -0.70572
C -0.96288 1.60376 1.07978
C -0.82377 3.10074 1.19551
C -0.23340 0.75940 1.95040
C 0.63378 1.37550 3.01946
H 0.42730 -2.56796 2.41508
H -0.13778 -1.60379 3.77041
H 1.37669 -1.20630 2.97686
H -1.80490 -2.99372 2.01036
H -0.69797 -3.28270 0.68424
H -2.40215 -2.99035 0.36517
H -4.00246 -1.03090 -0.43529
H -2.72250 -1.91093 -1.26007
H -3.13908 -0.28507 -1.76877
H -3.78214 1.59339 -0.63296
H -2.47092 1.87326 -1.76156
H -2.71331 2.96257 -0.40371
H -1.64312 3.49162 1.80551
H -0.87199 3.59641 0.22953
H 0.10257 3.39777 1.67461
H -0.00101 1.93155 3.71307
H 1.35530 2.08426 2.61521
H 1.17617 0.63885 3.59947
C 0.68758 0.56784 -3.76416
Se 0.03058 -0.79468 -2.54100
C 1.60588 -1.94994 -2.51469
C 2.83173 -1.31881 -1.88826
Se 2.50848 -0.85484 -0.01805
C 3.76615 0.62026 0.14155
H -0.09277 1.31883 -3.85599
H 0.84430 0.08758 -4.72632
H 1.60322 1.02574 -3.40306
H 1.80232 -2.21593 -3.55241
H 1.29097 -2.85414 -1.99500
H 3.14216 -0.41026 -2.39942
H 3.66338 -2.02150 -1.89392
H 4.76574 0.20640 0.04389
H 3.64429 1.04566 1.13423
H 3.57795 1.36934 -0.62140

Results
max |F|: 0.5 eV Å⁻¹
HOMO-LUMO gap (spin up / spin down): 0.33300 / 0.30302 Ha
net charge: +2
HOMO level (spin up / spin down): -15.136 / -16.319 eV
2S+1: 3



No. 2
An isolated molecule of C7H11N at a distorted geometry. Source: OMol25; level of theory: ωB97M-V/def2-TZVPD.

Cartesian coordinates (Å):
C -2.00751 0.90578 0.43522
C -0.96887 -0.04644 0.04117
C -1.47766 -1.23892 -0.76435
C 0.36808 0.25642 0.15578
C 1.33950 -0.72536 0.80476
C 1.00476 1.40575 -0.26410
C 1.44687 2.50838 -0.51492
H -1.75216 1.44765 1.44444
H -2.88562 0.45234 0.79923
H -2.32172 1.72574 -0.31119
H -0.78025 -2.02233 -0.79486
H -1.72349 -0.92757 -1.79187
H -2.36910 -1.72047 -0.21316
H 0.70967 -1.48276 1.29407
H 1.79290 -0.08151 1.55631
H 3.24362 -1.03721 -0.16911
H 2.01902 -1.39483 -1.07166
H 2.06344 3.40454 -0.48433
N 2.29852 -1.42918 -0.15142

Results
max |F|: 4.2 eV Å⁻¹
HOMO-LUMO gap: 0.28511 Ha
relative energy (zero: lowest compared OMol25 entry of this formula, charge and spin): 467.5 kJ/mol
SMILES string: C#CC(CN)=C(C)C
HOMO level: -7.672 eV
2S+1: 1